Molecular formula: C90H189N9O36
Method: DFT, wB97M-V/def2-TZVPD

Summary:
- F_max: 4.472 eV/A
- DFT total energy: -6743.59665 Eh
- Orbital gap: 0.3281 hartree

Last column: Mulliken charge in e.
Atoms and positions in Å:
O (2.36890, -4.14580, 0.59253)  -0.4592
C (2.23730, -4.12559, -0.58528)  0.4601
O (2.53446, -5.13793, -1.46401)  -0.4376
C (2.07548, -4.88847, -2.79678)  -0.1852
C (1.22360, -3.61019, -2.73619)  2.1028
C (1.76181, -3.00762, -1.47335)  1.4459
H (1.64296, -5.79237, -3.10802)  0.4502
H (2.95928, -4.70622, -3.38531)  -0.5678
H (0.15281, -3.84469, -2.65221)  -1.0491
H (1.32434, -2.94728, -3.62187)  -0.6628
H (1.08122, -2.31130, -0.99992)  -1.0497
H (2.61615, -2.38749, -1.66515)  -0.2653
O (-4.65169, -2.29206, -5.80164)  -0.6420
C (-3.59952, -2.35535, -5.27060)  0.2122
O (-2.61890, -3.25589, -5.63348)  -0.5404
C (-1.72759, -3.42817, -4.51855)  0.3136
C (-1.79792, -2.20772, -3.58773)  1.3844
C (-3.11131, -1.57819, -4.02581)  1.0740
H (-0.73529, -3.64920, -4.98550)  0.0297
H (-1.96335, -4.35019, -3.97146)  -0.1729
H (-0.91371, -1.64510, -3.88987)  -0.7823
H (-1.79994, -2.31847, -2.54709)  0.4572
H (-3.05168, -0.53510, -4.42782)  -0.4647
H (-3.96015, -1.52024, -3.38959)  -0.6438
O (-5.19282, 3.51277, 4.55281)  -0.5667
C (-5.36870, 2.41205, 4.22430)  0.5742
O (-5.78032, 1.39041, 5.02734)  -0.4324
C (-6.15283, 0.23299, 4.32411)  -0.5982
C (-5.34177, 0.31105, 3.11376)  1.3845
C (-5.32441, 1.79473, 2.81734)  0.6731
H (-7.20895, 0.14748, 4.05343)  0.3059
H (-5.99629, -0.62226, 4.99226)  0.3363
H (-5.75620, -0.39397, 2.37242)  -0.3330
H (-4.31064, -0.00523, 3.33745)  -0.7480
H (-6.16902, 2.15018, 2.21013)  0.1127
H (-4.49998, 2.04864, 2.19627)  -0.7240
O (4.71145, 2.78169, 1.42372)  -0.3283
C (5.31718, 3.25281, 0.49336)  -0.5071
O (4.83464, 3.31328, -0.76816)  0.7035
C (5.93386, 3.61850, -1.67585)  -0.3897
C (6.96728, 4.45920, -0.94318)  -0.5028
C (6.75341, 3.86871, 0.49561)  -0.9059
H (5.46073, 4.15157, -2.52199)  0.1814
H (6.45990, 2.65742, -1.94733)  0.1563
H (6.70582, 5.50444, -1.13197)  0.3134
H (8.01517, 4.29219, -1.22270)  0.3193
H (6.97259, 4.57278, 1.29672)  0.3851
H (7.44235, 3.02905, 0.79249)  0.3434
O (-1.73498, -6.13213, -2.42746)  -0.2286
C (-1.67596, -7.18456, -1.76432)  0.1872
O (-2.75556, -7.66694, -1.10055)  -0.3099
C (-2.23095, -8.70571, -0.15335)  0.0117
C (-0.99983, -9.32053, -0.80872)  -0.5671
C (-0.41695, -8.07242, -1.45419)  -0.3628
H (-3.12476, -9.29189, 0.00047)  0.3786
H (-2.06623, -8.17385, 0.74694)  -0.1542
H (-1.22250, -10.08729, -1.55450)  0.2986
H (-0.37458, -9.65400, 0.00904)  0.3390
H (0.05405, -8.16427, -2.38757)  0.5707
H (0.23040, -7.45621, -0.81529)  -0.0527
O (-2.44152, -3.94223, 4.99659)  -0.6068
C (-1.63906, -3.29732, 5.55631)  -0.0014
O (-0.49276, -3.80057, 6.03304)  -0.1915
C (0.38252, -2.90246, 6.67874)  -0.3719
C (-0.38111, -1.49260, 6.66672)  0.3245
C (-1.73733, -1.84734, 5.94268)  0.7231
H (1.34541, -2.81648, 6.11465)  -0.0268
H (0.57080, -3.26966, 7.69951)  0.3366
H (0.19140, -0.70982, 6.21177)  -0.7694
H (-0.58237, -1.18295, 7.67910)  0.4472
H (-2.00774, -1.25632, 4.99520)  -0.6323
H (-2.67055, -1.77330, 6.52635)  0.4645
O (6.77514, -0.15793, -2.59928)  -0.6803
C (6.36568, -0.56230, -1.53077)  0.4083
O (6.60418, 0.13165, -0.37177)  -0.3509
C (5.95472, -0.36660, 0.80113)  0.2773
C (4.91327, -1.29281, 0.09157)  0.4417
C (5.60378, -1.77631, -1.18756)  0.5756
H (5.55113, 0.36038, 1.42511)  -0.3925
H (6.65051, -0.92979, 1.39258)  0.2823
H (4.11633, -0.54212, -0.11404)  -0.5798
H (4.52070, -2.09792, 0.70181)  0.4323
H (4.83619, -2.00200, -1.82571)  -0.7371
H (6.25781, -2.61684, -1.01779)  0.3616
O (-4.38029, -2.77335, 1.90367)  0.2931
C (-4.91648, -3.77256, 2.33170)  -0.3351
O (-6.23940, -3.82819, 2.57497)  -0.4781
C (-6.62576, -5.18808, 2.97443)  -0.5857
C (-5.40083, -5.79036, 3.58042)  -0.7225
C (-4.33432, -5.11717, 2.63604)  1.7420
H (-6.86369, -5.67748, 2.02148)  0.2302
H (-7.51818, -5.06523, 3.60579)  0.4204
H (-5.33617, -6.84817, 3.58824)  0.4941
H (-5.22642, -5.45112, 4.58162)  0.2506
H (-4.07648, -5.76240, 1.73458)  -0.1605
H (-3.39512, -5.02048, 3.16614)  -1.1706
O (1.05218, -3.63973, -7.06725)  -0.6541
C (0.73501, -2.49655, -7.18693)  0.5619
O (0.45790, -1.76244, -6.12166)  0.1480
C (-0.06613, -0.42285, -6.47499)  0.3998
C (0.53209, -0.20681, -7.88217)  -0.1231
C (0.63699, -1.68623, -8.40879)  -0.9499
H (0.29524, 0.23482, -5.69793)  -0.4093
H (-1.17625, -0.49701, -6.53359)  -0.0150
H (1.55488, 0.14620, -7.63168)  0.0822
H (-0.09111, 0.52297, -8.42987)  0.4502
H (1.42696, -1.88119, -9.13948)  0.3781
H (-0.25977, -2.14850, -8.91791)  0.2893
C (1.40537, -7.00583, 7.10891)  -0.7275
O (0.96287, -7.48577, 5.80766)  -0.3356
C (-0.50409, -7.53022, 5.81735)  -0.0683
C (-0.99245, -8.17239, 4.54666)  -1.1294
N (-1.13897, -7.37015, 3.32961)  0.0825
C (0.06747, -6.70940, 2.91516)  -0.8125
C (-0.06985, -5.37381, 2.26049)  0.8610
O (-0.86439, -5.41201, 1.10918)  0.2468
C (-1.35832, -4.15748, 0.72389)  0.0231
H (2.47358, -6.77664, 6.93327)  0.2310
H (1.27325, -7.85198, 7.78904)  0.3354
H (0.89566, -6.08861, 7.38216)  0.2554
H (-0.89597, -6.52166, 5.96995)  -0.0694
H (-0.82466, -8.10723, 6.69348)  0.5982
H (-1.98125, -8.53662, 4.73413)  0.4917
H (-0.33254, -8.99512, 4.24475)  0.3695
H (-1.84486, -6.62834, 3.53382)  0.0641
H (0.71970, -7.35335, 2.31052)  0.2569
H (0.79726, -6.51452, 3.76074)  -0.0153
H (0.93444, -5.10722, 1.98959)  -0.5094
H (-0.40508, -4.60873, 2.99714)  -0.2397
H (-0.66657, -3.70583, 0.02264)  -0.2351
H (-1.62058, -3.45148, 1.53181)  0.2435
H (-2.27848, -4.33584, 0.16836)  -0.2358
C (-1.26597, 5.66401, 2.55059)  -1.3745
O (-1.04028, 4.39404, 1.98397)  0.6428
C (-1.46174, 3.43789, 2.95425)  -0.6884
C (-0.45986, 3.18291, 4.12948)  0.6436
N (-0.96382, 2.16923, 5.08079)  0.6407
C (-1.87284, 2.85972, 5.95016)  -0.6026
C (-2.62423, 2.06410, 6.92690)  -0.5494
O (-1.67397, 1.80193, 7.92801)  -0.3228
C (-2.16658, 0.92315, 8.91615)  -0.5896
H (-1.23059, 6.40741, 1.78496)  0.1918
H (-0.55302, 5.90279, 3.30309)  0.3669
H (-2.31089, 5.65965, 2.88038)  0.4615
H (-1.78241, 2.54358, 2.46416)  -0.8801
H (-2.35102, 3.84541, 3.41098)  1.0090
H (-0.28785, 4.08531, 4.71030)  0.9195
H (0.50996, 2.79340, 3.76510)  -1.2978
H (-0.21051, 1.75012, 5.58590)  -0.1800
H (-2.62955, 3.36173, 5.28210)  0.3155
H (-1.41969, 3.63478, 6.56291)  0.1468
H (-3.07051, 1.12324, 6.48315)  0.0630
H (-3.47395, 2.69366, 7.31466)  0.5084
H (-1.62239, 1.06006, 9.84069)  0.2582
H (-2.05435, -0.12312, 8.54142)  0.1231
H (-3.23735, 1.24479, 9.21730)  0.2802
C (-3.31011, 3.35440, -0.37620)  -0.1492
O (-3.51759, 3.36397, -1.80758)  -0.6749
C (-2.39581, 2.86912, -2.46603)  1.4640
C (-2.62789, 3.21112, -3.93902)  -1.7825
N (-1.69004, 2.64050, -4.83769)  1.7116
C (-1.70066, 3.17510, -6.21577)  -0.4564
C (-2.84779, 2.63983, -7.07525)  -0.8253
O (-2.71799, 1.27729, -7.31026)  -0.0377
C (-3.94761, 0.61146, -7.70339)  -0.4819
H (-4.14534, 3.80056, 0.17479)  0.4585
H (-2.34886, 3.89626, -0.11329)  0.0609
H (-3.10471, 2.31191, -0.00810)  -0.3441
H (-2.38831, 1.74997, -2.38766)  -0.6232
H (-1.44796, 3.28706, -2.20990)  0.4147
H (-2.55008, 4.30509, -4.04877)  0.3318
H (-3.69500, 2.99933, -4.10706)  0.2008
H (-1.83840, 1.63650, -4.86294)  -0.7027
H (-0.75281, 2.96617, -6.73401)  -0.2771
H (-1.73579, 4.26236, -6.10074)  0.5538
H (-2.83185, 3.25052, -7.98392)  0.2694
H (-3.79099, 2.82331, -6.51385)  0.5068
H (-3.88387, 0.45352, -8.77133)  0.2345
H (-4.78816, 1.34549, -7.46404)  0.3519
H (-4.01435, -0.26924, -7.11022)  0.0082
C (6.03349, 10.40921, 3.97855)  -0.7515
O (5.67145, 9.09933, 4.00449)  -0.2740
C (4.54378, 8.86180, 4.85969)  -0.7612
C (4.10423, 7.43469, 4.90277)  -0.6102
N (3.48559, 7.04016, 3.68293)  -0.2190
C (3.28992, 5.62033, 3.42480)  -1.1639
C (2.76632, 5.32948, 2.06623)  0.5641
O (3.63174, 5.70257, 1.00638)  -0.3179
C (3.04843, 5.72776, -0.24197)  -0.4771
H (6.21366, 10.73606, 4.98270)  0.3226
H (5.25445, 10.99853, 3.44788)  0.2965
H (6.97165, 10.47549, 3.44745)  0.2259
H (3.65935, 9.41201, 4.43398)  0.3276
H (4.77378, 9.29705, 5.81235)  0.5650
H (3.34802, 7.27094, 5.68615)  0.3431
H (4.96686, 6.79846, 5.18029)  0.3280
H (3.93315, 7.44272, 2.88608)  0.2720
H (2.59097, 5.26953, 4.16794)  0.3419
H (4.20462, 5.06022, 3.59122)  0.3912
H (1.73940, 5.85724, 1.91601)  0.1255
H (2.53409, 4.28119, 1.94413)  -0.2170
H (2.38540, 4.90717, -0.43595)  0.1029
H (3.81458, 5.71765, -1.03077)  0.2009
H (2.41626, 6.71746, -0.36846)  0.3695
C (5.58544, -4.26317, -4.60212)  -1.0501
O (4.90271, -3.03858, -4.21611)  -0.0918
C (3.94442, -2.63663, -5.18893)  -0.8498
C (3.50491, -1.28786, -4.72994)  1.1398
N (4.55916, -0.33911, -5.00289)  -0.4909
C (3.99067, 1.01494, -4.68439)  0.3620
C (3.34550, 1.54808, -6.00098)  -0.3673
O (3.27382, 2.95378, -5.92059)  -0.0680
C (2.92208, 3.64293, -7.07325)  -0.5157
H (4.90546, -5.10924, -4.65389)  0.3385
H (6.25247, -4.38384, -3.82924)  0.3014
H (5.97013, -4.16808, -5.63104)  0.2991
H (3.08561, -3.34828, -5.19947)  0.1373
H (4.39882, -2.55919, -6.19787)  0.6114
H (3.06660, -1.27659, -3.70323)  -0.6284
H (2.67121, -1.02546, -5.36738)  -0.3789
H (5.35102, -0.57432, -4.42508)  0.3567
H (4.73449, 1.74341, -4.36901)  0.5299
H (3.18413, 0.97167, -3.87959)  -0.3950
H (2.37394, 1.17946, -6.26514)  -0.3321
H (4.03028, 1.22454, -6.83108)  0.2066
H (1.77795, 3.67080, -7.21961)  0.0381
H (3.40183, 3.15647, -7.87810)  0.5757
H (3.19279, 4.68646, -6.98662)  -0.0846
C (-2.71782, -0.99270, -0.15963)  1.0008
O (-1.62847, -1.29445, 0.67348)  0.7608
C (-1.49593, -0.34557, 1.72817)  1.9228
C (-0.04985, -0.34204, 2.28351)  -0.5833
N (0.97901, -0.07035, 1.28017)  1.4673
C (0.85938, 1.20275, 0.60637)  1.4155
C (1.79337, 1.44991, -0.52329)  0.5280
O (1.83485, 0.45326, -1.49137)  1.3201
C (0.88338, 0.74840, -2.59414)  0.8579
H (-3.53422, -0.60276, 0.45227)  -0.3656
H (-3.13904, -1.93669, -0.63902)  -0.8249
H (-2.41134, -0.25906, -0.97681)  -0.1598
H (-2.12928, -0.49716, 2.68284)  -1.2531
H (-1.74413, 0.65315, 1.37709)  -0.4638
H (0.15567, -1.33790, 2.67484)  -0.0098
H (-0.02015, 0.34101, 3.10863)  -0.7042
H (1.05226, -0.85444, 0.62773)  -0.3007
H (0.98635, 2.05858, 1.30280)  -0.6396
H (-0.14223, 1.24357, 0.16736)  -0.6935
H (2.73672, 1.40602, 0.00440)  -0.6177
H (1.65541, 2.50798, -0.97350)  -0.9123
H (0.97896, -0.04105, -3.37267)  -0.8460
H (1.14129, 1.70034, -3.06350)  0.0322
H (-0.12158, 0.86677, -2.16127)  -0.2866
C (2.62764, 2.21874, 6.44928)  -0.8545
O (2.24841, 1.13474, 5.64458)  -0.1952
C (2.50178, 1.38827, 4.28013)  1.1793
C (3.83489, 0.71663, 3.88001)  -1.0209
N (3.80099, -0.60210, 3.36354)  0.2346
C (3.09741, -1.60465, 4.26387)  -0.1188
C (3.38917, -3.02384, 3.73042)  0.3088
O (3.43574, -3.95706, 4.83007)  -0.3804
C (3.55031, -5.26260, 4.31469)  -0.3024
H (3.67997, 2.40445, 6.40920)  0.3041
H (2.32605, 1.88254, 7.43656)  0.2911
H (2.06521, 3.12666, 6.14777)  0.2281
H (2.45606, 2.42908, 4.06526)  0.1588
H (1.69176, 0.92547, 3.80845)  -0.2438
H (4.39403, 0.69353, 4.80601)  0.5910
H (4.41024, 1.34225, 3.19299)  -0.4065
H (3.26369, -0.57247, 2.47374)  -0.4532
H (1.97251, -1.39023, 4.47249)  -0.4640
H (3.55740, -1.41954, 5.19674)  0.8119
H (4.47397, -2.89577, 3.29002)  0.1831
H (2.72343, -3.36884, 2.90952)  -0.2464
H (4.56044, -5.42911, 3.97817)  0.3811
H (2.87460, -5.52205, 3.50249)  0.1105
H (3.38572, -5.98959, 5.17099)  -0.0261
C (-5.18155, -6.10616, -4.19060)  -0.4857
O (-5.77927, -5.01389, -3.49362)  -0.5512
C (-4.88021, -4.64915, -2.46955)  0.0058
C (-5.51086, -3.84853, -1.34827)  0.2417
N (-5.99729, -2.63342, -1.87328)  0.0560
C (-6.38909, -1.58997, -0.89383)  0.1597
C (-6.47293, -0.19117, -1.58932)  0.0283
O (-6.90625, 0.78162, -0.70286)  -0.3370
C (-6.93379, 2.08591, -1.35119)  -0.6939
H (-5.99485, -6.37575, -4.81174)  0.3620
H (-4.94030, -6.95823, -3.51046)  0.2080
H (-4.34583, -5.74159, -4.81850)  0.1404
H (-4.06764, -4.00387, -2.77723)  -0.2184
H (-4.51197, -5.54778, -2.03039)  0.4150
H (-4.73537, -3.65435, -0.63705)  -0.8685
H (-6.15801, -4.51981, -0.79113)  0.3735
H (-6.73001, -2.79805, -2.54668)  0.3921
H (-5.77048, -1.65902, 0.01352)  -0.6494
H (-7.41411, -1.78640, -0.54793)  0.4278
H (-7.16557, -0.27610, -2.49101)  0.3487
H (-5.49093, 0.06468, -1.97869)  -0.1620
H (-6.14304, 2.22575, -2.12567)  0.2105
H (-6.79791, 2.80872, -0.59482)  0.2386
H (-7.89983, 2.23172, -1.82901)  0.3520
C (-2.60155, 7.98927, -0.58033)  -0.6119
O (-1.36607, 7.83736, -1.29381)  -0.4030
C (-1.52162, 6.90064, -2.33263)  -0.1590
C (-0.19130, 6.72241, -3.08468)  -0.1074
N (-0.29322, 5.74534, -4.16537)  0.2791
C (0.88706, 4.95228, -4.37458)  -0.6137
C (2.21002, 5.64720, -4.28351)  -0.5258
O (2.39878, 6.39272, -5.48870)  -0.5301
C (3.71351, 6.97177, -5.66936)  -0.8563
H (-3.38346, 8.38597, -1.27690)  0.3113
H (-2.36836, 8.76725, 0.13970)  0.2678
H (-2.90563, 7.03581, -0.11983)  0.1676
H (-2.32838, 7.10274, -3.00523)  0.4599
H (-1.73093, 5.84287, -1.92724)  -0.1285
H (0.53255, 6.30568, -2.35842)  -0.4131
H (0.27664, 7.68907, -3.37133)  0.3022
H (-0.41220, 6.30362, -5.03949)  0.3724
H (0.74283, 4.40257, -5.25674)  -0.0277
H (0.90500, 4.24153, -3.57868)  0.0420
H (2.95766, 4.84313, -4.24530)  0.3840
H (2.34830, 6.35327, -3.49885)  0.8481
H (3.78185, 7.32653, -6.73172)  0.2843
H (4.49873, 6.23047, -5.54026)  0.2982
H (3.91634, 7.73828, -4.85463)  0.3024